[1]
C22H18N11O4S3Sc | the ωB97M-V functional and the def2-TZVPD basis

```
59
Properties=species:S:1:pos:R:3:forces:R:3
Sc -0.2790 -0.5850 -0.7404 -0.2565 -0.1801 0.2090
S -1.4598 -1.9404 1.7360 0.0677 0.0416 -0.0460
C -1.5768 -3.5922 1.1137 -0.0113 0.0457 -0.0131
C -1.5648 -4.6297 2.0370 0.0031 -0.0508 -0.0242
C -1.6325 -5.9525 1.6252 -0.0207 0.1032 -0.0409
C -1.6290 -7.0054 2.5951 0.0436 -0.1139 0.0218
N -1.6198 -7.8463 3.3778 -0.0217 0.0190 0.0184
C -1.7104 -6.2242 0.2500 0.0216 0.0800 0.0496
C -1.7219 -5.1915 -0.6694 0.0051 0.0106 0.0066
C -1.6619 -3.8507 -0.2682 -0.0072 0.0125 0.0017
S -1.7605 -2.6162 -1.5022 0.0106 -0.0259 -0.0183
C -1.7815 -7.5782 -0.2237 -0.0322 -0.0870 -0.0006
N -1.8513 -8.6545 -0.6175 0.0121 -0.0002 -0.0142
H -1.4944 -4.4026 3.0919 -0.0089 -0.0003 0.0060
H -1.7746 -5.4203 -1.7244 -0.0067 -0.0054 0.0001
S -0.8006 1.5574 0.4499 0.1822 0.0862 -0.0061
C 0.8285 2.2106 0.5623 -0.0258 -0.1702 0.1101
N 1.1712 3.2202 1.2930 0.0210 0.0896 -0.0090
N 0.2501 3.7980 2.0285 0.0259 -0.0191 -0.0292
C 0.5652 4.8714 2.8666 0.0121 0.0226 -0.0087
C 1.8591 5.3815 2.9366 -0.0815 0.0032 0.0260
C 2.1171 6.4487 3.7809 -0.0043 -0.0025 0.0005
C 1.1081 7.0098 4.5515 0.0092 0.0356 0.0245
C -0.1770 6.4932 4.4742 -0.0128 -0.0052 0.0015
C -0.4541 5.4271 3.6354 0.0695 0.0012 -0.0146
N 1.9220 1.6813 -0.1204 -0.1206 -0.0347 -0.0728
N 1.7180 0.6185 -0.7427 -0.0279 0.1768 0.0589
C 2.8500 0.1525 -1.4841 0.0170 -0.0366 -0.0129
C 3.6977 1.0493 -2.1227 -0.0165 -0.0282 0.0208
C 4.7525 0.5631 -2.8755 0.0048 -0.0019 -0.0053
C 4.9582 -0.8059 -2.9891 -0.0212 -0.0305 0.0211
C 4.1053 -1.6931 -2.3468 0.0132 -0.0029 -0.0130
C 3.0416 -1.2188 -1.5951 -0.0142 0.0985 0.0167
H -0.6916 3.4201 2.0248 -0.0006 -0.0301 -0.0017
H 2.6379 4.9365 2.3359 0.0172 -0.0003 -0.0053
H 3.1222 6.8460 3.8384 0.0058 -0.0040 -0.0055
H 1.3215 7.8424 5.2080 0.0031 0.0008 0.0012
H -0.9710 6.9214 5.0718 -0.0069 -0.0001 0.0007
H -1.4567 5.0208 3.5743 -0.0127 -0.0004 0.0034
H 3.5136 2.1103 -2.0276 0.0094 0.0058 -0.0031
H 5.4130 1.2554 -3.3807 0.0049 -0.0033 -0.0026
H 5.7824 -1.1823 -3.5802 0.0056 0.0021 -0.0035
H 4.2696 -2.7592 -2.4275 0.0009 -0.0060 0.0027
H 2.3912 -1.8965 -1.0549 0.0356 -0.0466 -0.0254
N -3.3435 0.0858 -0.5284 -0.0112 -0.1004 -0.0096
N -3.8517 0.1706 -1.8213 0.0555 -0.0246 -0.1162
C -3.0095 0.0889 -2.8672 -0.0005 0.1001 0.1621
N -3.5125 -0.0024 -4.0911 0.0777 -0.0014 -0.0339
N -1.7094 0.1251 -2.5527 0.0481 -0.0238 -0.0247
N -0.7739 -0.0898 -3.4909 -0.0411 0.0638 -0.0705
O -0.9428 -0.0039 -4.6893 -0.0175 -0.0284 0.0898
O 0.3222 -0.3699 -2.9740 0.0427 -0.0667 -0.0962
H -3.4714 -0.8466 -0.1496 -0.0001 0.0163 0.0063
H -3.7288 0.8154 0.0554 0.0224 -0.0028 -0.0082
H -4.8279 -0.0253 -1.9891 -0.0009 0.0008 0.0102
H -4.4997 -0.1082 -4.2425 0.0011 -0.0094 0.0058
H -2.8634 -0.0315 -4.8635 -0.0471 -0.0028 -0.0330
O 0.1838 -1.7568 1.7876 -0.0936 -0.0601 0.1353
O 0.7014 -1.8413 0.4506 0.0736 0.1909 -0.2426
```
Positions in Å, forces in eV/Å.

Computed properties:
**Energy above the lowest of the compared OMol25 structures with the same formula, charge and spin**: 83.4 kJ/mol
**Gap between HOMO and LUMO**: 6.45 eV
**Total energy**: -100889.2269 eV
**M**: 641.62 g mol⁻¹
**F_max**: 0.377 eV Å⁻¹
**Highest occupied orbital energy**: -7.66 eV
**Charge**: 0

Results of the Mulliken charge analysis, in e, for atoms 1 through 6: number 1, Sc, carries 0.301; number 2, S, carries -0.057; number 3, C, carries 0.440; number 4, C, carries -0.869; number 5, C, carries 0.535; number 6, C, carries -0.214

[2]
C17H29GeKN2O2SSe | the ωB97M-V functional and the def2-TZVPD basis

```
54
Properties=species:S:1:pos:R:3:forces:R:3
K 0.4065 0.4379 0.3714 1.3832 -0.7390 -1.2292
C -2.3528 4.0223 1.2670 -0.1736 0.2158 0.0321
C -1.8746 2.5908 1.3426 -0.1919 -0.4751 0.4608
O -0.9842 2.2529 0.5670 -0.5779 0.8927 0.0529
C -2.4951 1.6543 2.3028 -0.0793 0.5314 -0.2545
C -3.7390 2.0278 2.8510 -0.0327 0.0344 0.0251
C -4.4801 1.2031 3.6609 0.2400 -0.0667 -0.0949
C -3.9533 -0.0689 3.9394 -0.1130 -0.1718 0.1103
C -2.7411 -0.4728 3.4481 0.1120 0.2261 -0.0104
C -1.9194 0.3804 2.6414 0.1615 -0.0770 -0.0428
O -0.7471 0.0059 2.2856 -0.9238 -0.0726 0.9023
H -1.6629 4.5728 0.6333 0.0143 0.0070 0.0031
H -2.4195 4.4967 2.2467 0.0665 -0.0668 0.0121
H -3.3499 4.0831 0.8242 0.0432 -0.0762 -0.0390
H -4.1365 3.0042 2.6036 -0.0267 -0.0244 0.0176
H -5.4362 1.5178 4.0527 -0.0153 -0.0207 0.0220
H -4.5128 -0.7612 4.5602 -0.0479 0.0454 -0.0072
H -2.3474 -1.4558 3.6760 -0.0255 -0.0166 0.0137
C -0.6805 1.1051 -4.9940 -0.3076 0.2544 0.0837
Ge 0.7240 -0.1612 -5.3766 -0.0002 0.1393 -0.0628
C 2.4297 0.6354 -4.9595 0.4211 0.1919 0.1047
C 0.6991 -0.6617 -7.2393 -0.0336 -0.1716 -0.4376
C 0.3569 -1.7406 -4.3100 -0.3173 -0.3994 0.0243
Se 0.5459 -1.4108 -2.4074 0.2389 -0.1351 0.1307
C 2.4734 -1.6767 -2.3181 0.1410 -0.0599 0.1786
H -0.5193 2.0366 -5.5388 -0.0173 -0.0132 0.0158
H -0.7051 1.3327 -3.9271 -0.0184 0.0125 -0.0267
H -1.6537 0.7040 -5.2839 0.0162 0.0316 0.0149
H 2.5451 1.5474 -5.5488 0.0175 -0.0220 0.0158
H 3.2612 -0.0285 -5.2023 -0.0059 0.0320 0.0013
H 2.4944 0.9076 -3.9056 0.0100 0.0065 -0.0060
H 0.8655 0.2063 -7.8790 -0.0008 -0.0253 0.0049
H -0.2635 -1.1023 -7.5052 0.0427 -0.0008 -0.0391
H 1.4822 -1.3942 -7.4442 -0.0358 0.0176 -0.0482
H 0.9346 -2.6237 -4.5823 0.0966 0.0402 0.0890
H -0.6904 -2.0105 -4.4631 -0.0019 0.0139 0.0314
H 2.9372 -1.3079 -3.2265 -0.0411 0.0531 -0.0568
H 2.7081 -2.7310 -2.1912 -0.0699 -0.0185 -0.0336
H 2.8776 -1.1226 -1.4705 -0.0872 -0.0108 0.0146
S 3.3570 0.1798 1.3796 -0.2236 -0.5133 0.6697
C 2.6131 -0.6263 2.7217 0.0926 0.3283 -0.4110
N 2.6064 -1.9597 2.8258 0.1294 -0.0600 -0.1596
C 1.9002 -2.7122 3.8627 0.1215 0.0686 -0.1917
C 0.7182 -1.8897 4.3367 -0.0811 -0.0729 0.0863
C 1.1972 -0.5151 4.7575 0.1180 0.1634 -0.1339
N 2.0091 0.0663 3.6864 0.0613 0.1050 -0.0714
H 3.0533 -2.4326 2.0607 0.0406 -0.1126 0.0279
H 2.5832 -2.9512 4.6820 0.0018 0.0265 0.0441
H 1.5741 -3.6505 3.4161 -0.0346 -0.0202 0.0368
H 0.2145 -2.3841 5.1683 0.0538 0.0034 0.0015
H 0.0098 -1.7640 3.5192 -0.0268 0.0277 -0.0163
H 1.7911 -0.5647 5.6740 0.0048 -0.0234 0.0263
H 0.3609 0.1610 4.9265 -0.0688 -0.0810 -0.0178
H 1.9349 1.0477 3.4822 -0.0490 0.0780 0.1364
```
Positions in Å, forces in eV/Å.

Computed properties:
**Energy above the lowest of the compared OMol25 structures with the same formula, charge and spin**: 56.4 kJ/mol
**Gap between HOMO and LUMO**: 7.34 eV
**Total energy**: -174199.0227 eV
**M**: 516.17 g mol⁻¹
**F_max**: 1.993 eV Å⁻¹
**Highest occupied orbital energy**: -7.10 eV
**Charge**: 0

Results of the Mulliken charge analysis, in e, for atoms 1 through 6: number 1, K, carries 0.999; number 2, C, carries -1.475; number 3, C, carries 0.986; number 4, O, carries -0.623; number 5, C, carries 0.376; number 6, C, carries -0.470

[3]
C9H17N2RuS4Sb | the ωB97M-V functional and the def2-TZVPD basis

```
34
Properties=species:S:1:pos:R:3:forces:R:3
Ru -0.4267 0.6971 1.1065 -0.2682 0.1419 0.0429
S -1.6018 4.6703 3.5047 0.1018 0.0491 0.2953
Sb -1.6335 3.4495 1.6678 -0.0832 0.1648 -0.0298
S 0.6674 2.6744 1.0490 0.2103 -0.0244 -0.1014
S -2.2422 1.0514 2.3093 -0.0895 -0.1665 -0.0198
S -2.6563 3.8618 -0.2527 -0.1198 -0.0142 -0.3149
C 2.6385 -1.6689 2.8900 0.0925 -0.0305 0.0378
C 2.0176 -0.5495 2.0559 -0.0475 0.0106 0.1254
C 2.0113 -0.9374 0.5741 0.0268 -0.1347 -0.1251
C 0.6119 -0.2579 2.5759 0.0440 -0.0347 -0.0765
H 3.6882 -1.8122 2.6236 -0.0260 -0.0090 -0.0033
H 2.1160 -2.6142 2.7193 -0.0099 0.0295 -0.0082
H 2.5880 -1.4483 3.9571 -0.0001 0.0263 -0.0157
H 2.6141 0.3584 2.1720 0.0310 0.0009 0.0010
H 1.2341 -1.6807 0.3564 -0.0065 -0.0053 0.0418
H 2.9604 -1.3924 0.2818 0.0061 0.0383 0.0367
H 1.8699 -0.0822 -0.0939 -0.0614 0.0580 0.0265
H 0.5830 0.2972 3.5092 0.0920 -0.0342 0.0572
H 0.0463 -1.1916 2.6965 -0.0260 -0.0067 0.0479
C 0.2672 0.5182 -4.3136 -0.0600 0.0093 -0.0035
C -0.4947 0.1968 -3.0729 0.0351 -0.0763 -0.1532
C -1.3978 -0.8108 -2.7817 -0.0259 0.0875 -0.0902
C -1.7870 -0.6065 -1.4540 -0.0432 0.0908 0.1001
N -1.1586 0.4649 -0.9545 0.2713 -0.4958 -0.1764
N -0.3587 0.9109 -1.9525 -0.1310 0.3133 0.2646
C -2.7780 -1.3820 -0.6519 -0.0078 0.0197 -0.0132
H -0.2744 0.1662 -5.1886 0.0048 -0.0137 0.0045
H 1.2447 0.0354 -4.3006 0.0055 -0.0086 -0.0011
H 0.4202 1.5922 -4.4186 -0.0114 -0.0067 0.0255
H -1.7538 -1.5721 -3.4551 0.0179 0.0023 0.0245
H 0.0970 1.8019 -1.8169 0.0544 0.0022 -0.0162
H -3.2251 -2.1550 -1.2737 -0.0346 0.0132 0.0234
H -3.5607 -0.7194 -0.2829 -0.0141 -0.0063 -0.0077
H -2.3266 -1.8653 0.2150 0.0725 0.0097 0.0009
```
Positions in Å, forces in eV/Å.

Computed properties:
**Expectation value of S²**: 6.037
**Gap between HOMO and LUMO (alpha / beta)**: 7.21 / 6.23 eV
**Total energy**: -65048.5007 eV
**2S+1**: 5
**M**: 504.35 g mol⁻¹
**F_max**: 0.592 eV Å⁻¹
**Highest occupied orbital energy (alpha / beta)**: -8.12 / -8.17 eV
**Charge**: 0

Results of the Mulliken charge analysis, in e, for atoms 1 through 6: number 1, Ru, carries 0.580; number 2, S, carries -0.532; number 3, Sb, carries 0.884; number 4, S, carries -0.455; number 5, S, carries -0.458; number 6, S, carries -0.559

What is the M in the third record? 504.35 g mol⁻¹